The following is a DFT calculation (ωB97M-V with the def2-TZVPD basis set) of a single C5H8O2S molecule in a non-equilibrium geometry.

Values from the calculation:
spin multiplicity	1
calculated total energy	-20244.0819	eV
energy above the lowest of the compared OMol25 structures with the same formula, charge and spin	19.5	kcal/mol
SMILES	CS[C@@H]1OCCC1=O
highest occupied orbital energy	-8.8	eV

Geometry (Å):
C -0.1986 -0.1200 2.6482
S -0.2918 1.0123 1.2112
C 0.7319 0.0735 0.0030
O 1.1115 0.9128 -1.0218
C 0.0703 0.8081 -2.0201
C -0.5891 -0.5821 -1.8855
C -0.0852 -1.0993 -0.5500
O -0.3317 -2.1725 -0.0194
H -1.0685 0.0929 3.2918
H 0.7103 0.0076 3.2182
H -0.2279 -1.1369 2.2518
H 1.5641 -0.3299 0.5446
H 0.5205 0.9360 -3.0030
H -0.6705 1.6593 -1.9113
H -1.6962 -0.5343 -1.8757
H -0.2785 -1.2928 -2.7391

Computed Löwdin charges, given in elementary charges: -0.374, 0.884, -0.579, -0.126, -0.181, -0.075, -0.383, 0.081, 0.040, 0.029, 0.025, 0.122, 0.115, 0.134, 0.133, 0.154

The following is a DFT calculation (ωB97M-V with the def2-TZVPD basis set) of a single C5H8O2S molecule in a non-equilibrium geometry.

Values from the calculation:
spin multiplicity	1
calculated total energy	-20241.7353	eV
energy above the lowest of the compared OMol25 structures with the same formula, charge and spin	73.6	kcal/mol
SMILES	CC(C=O)(C=O)CS
highest occupied orbital energy	-9.5	eV

Geometry (Å):
C -1.6648 0.0316 1.3312
C -0.4948 0.0240 0.3375
C -0.5717 -1.3782 -0.2319
O -1.3907 -1.6420 -1.1042
C -0.8804 1.0572 -0.5739
O -0.4203 2.2701 -0.7917
C 0.8034 0.1871 1.0541
S 2.0871 -0.2144 -0.2621
H -2.5325 -0.4392 0.9650
H -1.9165 1.0897 1.7107
H -1.2865 -0.4417 2.3104
H -0.0166 -2.1308 0.2304
H -1.8449 0.7621 -1.2777
H 0.9404 1.1436 1.4750
H 1.1751 -0.6092 1.8800
H 3.4267 -0.5003 0.5665

Computed Löwdin charges, given in elementary charges: -0.017, -0.624, -0.240, 0.062, -0.175, -0.015, -0.464, 0.658, 0.074, 0.132, 0.124, 0.107, 0.192, 0.065, 0.129, -0.008